93
Properties=species:S:1:pos:R:3:lowdin_charge:R:1 method="wB97M-V/def2-TZVPD" total_energy_ev=-101146.340 s_squared=2.42 orbital_gap_ev="3.58 / 6.76" spin_multiplicity=3 max_force_ev_per_a=3.07 relative_energy_ev=1.832
Ti 0.52583 0.75807 0.93240 0.751
C 3.83397 -1.54881 0.04453 -0.098
C 3.33520 -1.34861 -1.17674 -0.139
C 3.19857 -2.40146 -2.21591 -0.184
C 2.70989 -3.76073 -1.70339 -0.174
C 1.71319 -3.69378 -0.57220 -0.110
C 2.01875 -3.63120 0.72813 -0.109
C 3.41566 -3.74699 1.26043 -0.179
C 4.42307 -2.84465 0.52081 -0.174
C -2.26984 0.06449 1.00407 -0.161
H 4.00829 -0.75198 0.75838 0.079
H 3.23136 -0.35537 -1.60782 0.063
H 4.17576 -2.52214 -2.70739 0.127
H 2.52664 -2.04737 -3.00204 0.083
H 2.21426 -4.26861 -2.54270 0.112
H 3.57537 -4.38426 -1.44484 0.104
H 0.68484 -3.87843 -0.89280 0.077
H 1.23904 -3.75442 1.48816 0.060
H 3.76948 -4.79353 1.20657 0.121
H 3.41530 -3.48480 2.32888 0.106
H 5.24023 -2.60970 1.22547 0.117
H 4.87053 -3.39886 -0.31686 0.103
H -1.41168 0.56443 1.57575 0.036
H -3.10893 0.02044 1.71888 0.090
H -2.55749 0.63444 0.10348 0.090
P 0.88694 0.67346 -1.36183 1.022
P -1.91053 -1.65318 0.62576 0.958
C 0.09343 -0.92126 -1.48733 -0.333
C -0.68896 -1.74231 -0.67631 -0.332
C 1.10781 1.59809 -2.88534 -0.322
C 1.76651 1.00447 -3.98682 -0.081
C 1.90545 1.69845 -5.18630 -0.077
C 1.40139 2.99472 -5.32685 -0.064
C 0.77858 3.60272 -4.23396 -0.061
C 0.62458 2.92297 -3.03201 -0.051
C 2.32878 1.02208 -0.08877 -0.363
C 2.44209 0.55822 1.32218 -0.302
C 3.46431 1.09753 2.15434 -0.066
C 4.49906 1.80145 1.56830 -0.078
C 4.46633 2.14360 0.20843 -0.065
C 3.37637 1.83483 -0.59522 -0.080
C -3.40132 -2.42630 -0.02967 -0.302
C -3.82463 -1.92599 -1.27205 -0.073
C -4.91086 -2.50709 -1.92304 -0.060
C -5.57474 -3.59182 -1.34019 -0.061
C -5.15506 -4.08026 -0.09535 -0.068
C -4.07134 -3.49949 0.57102 -0.065
C -1.40907 -2.42690 2.18000 -0.303
C -1.44097 -1.75709 3.41302 -0.079
C -0.92380 -2.34073 4.56405 -0.059
C -0.32564 -3.61015 4.50641 -0.056
C -0.31625 -4.30256 3.29877 -0.079
C -0.89561 -3.73672 2.15735 -0.113
H 0.28073 -1.30357 -2.50577 0.063
H -0.74101 -2.76838 -1.07162 0.057
H 2.16282 -0.00725 -3.88859 0.092
H 2.41532 1.22317 -6.02039 0.106
H 1.49904 3.52246 -6.27755 0.111
H 0.40925 4.62256 -4.33287 0.115
H 0.11919 3.39976 -2.19416 0.103
H 1.94369 -0.43953 1.55735 0.111
H 3.44003 0.91479 3.22816 0.119
H 5.36452 2.09767 2.16002 0.112
H 5.30581 2.68349 -0.22776 0.109
H 3.32816 2.17329 -1.63280 0.110
H -3.26206 -1.11230 -1.73945 0.116
H -5.21734 -2.12556 -2.89382 0.113
H -6.41033 -4.05745 -1.86382 0.111
H -5.66676 -4.93272 0.34777 0.108
H -3.72496 -3.89441 1.52734 0.105
H -1.88098 -0.76293 3.47283 0.103
H -0.96906 -1.82066 5.52291 0.115
H 0.11761 -4.05666 5.39326 0.111
H 0.14720 -5.28855 3.22919 0.119
H -0.89140 -4.29816 1.22763 0.115
O -0.04485 2.49668 1.90984 -0.073
C -0.66420 2.96685 0.87490 -0.511
O -0.51402 2.31063 -0.22709 -0.200
C -1.65904 4.03915 0.92599 -0.154
C -2.59655 4.15316 -0.11332 0.031
C -3.54789 5.20012 -0.07890 -0.152
C -3.52991 6.12830 0.97401 0.104
C -2.64108 5.94468 2.04734 -0.147
C -1.72841 4.86838 2.05405 0.025
N -2.57468 6.93189 3.09988 -0.349
O -3.35048 7.91273 3.06422 0.018
O -1.72445 6.76936 4.00115 0.015
N -4.52152 5.34282 -1.12282 -0.395
O -4.54706 4.51571 -2.06081 -0.035
O -5.32065 6.29865 -1.06096 -0.024
H -2.60473 3.43006 -0.92591 0.107
H -4.19649 6.98346 0.95747 0.126
H -1.07362 4.69142 2.90123 0.113